Entry from OMol25: a cluster of 27 separate species, C72H210N12O39 in total in a non-equilibrium geometry (wB97M-V/def2-TZVPD).

```
333
C72H210N12O39 (wB97M-V/def2-TZVPD)
C 20.0717 21.3587 24.6680
O 20.7899 21.4172 25.8905
C 21.9990 22.2599 25.7780
C 22.6382 22.3850 27.1468
N 22.9571 21.0681 27.6647
C 23.5860 21.0722 28.9441
C 25.0832 21.0407 28.9460
O 25.5797 22.2975 28.4178
C 26.7278 22.6705 29.0920
H 19.7544 22.3827 24.2631
H 19.1993 20.7602 24.8507
H 20.6616 20.9748 23.8782
H 21.5940 23.1149 25.3242
H 22.7240 21.8828 25.0873
H 22.0106 22.8813 27.8567
H 23.5707 22.9682 27.0714
H 22.1983 20.3957 27.5709
H 23.2402 20.2135 29.5022
H 23.2879 21.9882 29.5450
H 25.3827 20.1668 28.2670
H 25.5187 20.8507 29.9642
H 27.5616 21.9464 29.0181
H 26.6311 22.8896 30.1584
H 26.9241 23.6549 28.5859
C 12.9090 16.7923 18.2328
O 13.9859 17.2080 17.3863
C 14.8897 16.1138 16.9954
C 15.3386 16.2779 15.5060
N 14.3240 15.9584 14.4851
C 13.9117 14.5524 14.5058
C 12.9292 14.3600 13.3360
O 11.8105 15.2091 13.5721
C 10.8902 15.2497 12.5427
H 12.2233 16.1452 17.6499
H 12.4353 17.6866 18.6546
H 13.2964 16.1333 19.0576
H 14.5552 15.1669 17.3011
H 15.7717 16.3914 17.6125
H 16.2391 15.6444 15.4656
H 15.7155 17.3240 15.3559
H 13.4947 16.5609 14.6384
H 13.3727 14.2903 15.4620
H 14.7887 13.9015 14.4526
H 12.6008 13.3336 13.4765
H 13.3745 14.5040 12.3304
H 10.4476 14.2685 12.4482
H 11.2943 15.6124 11.6046
H 10.1597 16.0183 12.9037
C 12.1154 16.0403 24.4909
O 13.1713 16.7191 23.8807
C 12.7796 17.6898 22.9519
C 13.8856 18.5871 22.6786
N 14.0578 19.4959 23.8205
C 15.1638 20.4239 23.7121
C 15.0407 21.3578 24.8272
O 15.3613 20.6230 26.0213
C 15.0528 21.3227 27.2151
H 11.4970 16.7236 25.1474
H 12.5123 15.2338 25.1267
H 11.3558 15.6717 23.9077
H 11.9632 18.2976 23.3509
H 12.3751 17.1720 22.0475
H 13.6767 19.1887 21.8044
H 14.8003 18.0016 22.4747
H 14.1502 18.9485 24.6664
H 15.0203 20.8825 22.7293
H 16.1057 19.9108 23.8291
H 13.9490 21.5203 24.9063
H 15.6796 22.1626 24.6604
H 15.5880 22.3515 27.2524
H 15.3060 20.7222 28.0405
H 13.9902 21.4968 27.3137
C 20.4036 24.7195 17.1403
O 19.5887 23.7409 17.8295
C 18.2131 24.1097 17.9688
C 17.4410 22.9223 18.5088
N 17.3758 21.8283 17.5463
C 18.3909 20.7765 17.6267
C 18.8370 20.3116 16.2698
O 19.4152 19.0096 16.2663
C 18.5154 17.9457 16.1181
H 21.4655 24.3343 17.2184
H 20.2272 25.7001 17.6174
H 20.0930 24.7869 16.0632
H 17.8909 24.4626 16.9872
H 18.0459 25.0150 18.6542
H 16.4198 23.2102 18.7170
H 17.9355 22.6140 19.4470
H 16.4823 21.4214 17.5516
H 18.0448 19.9780 18.2780
H 19.2281 21.2376 18.1655
H 19.7435 20.9708 16.0551
H 18.0770 20.3809 15.4526
H 17.9435 18.0095 15.1476
H 17.7059 17.9024 16.8755
H 19.2138 17.0142 16.0913
C 16.3567 12.6909 27.8423
O 16.5866 14.0614 27.6820
C 16.1921 14.4807 26.3677
C 16.4748 15.9324 26.1565
N 17.9097 16.2803 26.3370
C 18.2642 17.6776 26.1001
C 19.6467 17.8975 26.4412
O 19.8849 17.5909 27.7901
C 21.2679 17.5139 28.0196
H 15.2835 12.3887 27.6480
H 16.4911 12.5608 28.8994
H 17.0343 12.1028 27.2606
H 15.0770 14.3940 26.3888
H 16.5099 13.8301 25.5898
H 15.9026 16.5674 26.8381
H 16.2011 16.1001 25.1308
H 18.1467 16.0762 27.3022
H 17.6199 18.4295 26.6472
H 18.1786 17.8712 24.9801
H 19.7921 18.9444 26.2752
H 20.3592 17.3893 25.7932
H 21.8075 18.3005 27.5391
H 21.6314 16.5976 27.6269
H 21.4542 17.5328 29.1027
C 29.3258 19.8443 26.7076
O 28.7133 20.3645 25.5695
C 27.6450 19.5141 25.0730
C 27.0970 20.1816 23.8259
N 26.8720 21.5975 23.9681
C 26.0590 21.9151 25.1277
C 25.3867 23.2913 25.0998
O 26.4330 24.2303 25.0063
C 26.0797 25.5085 25.5947
H 28.6717 19.4769 27.5645
H 29.9329 20.6505 27.1619
H 29.9589 18.9741 26.4550
H 26.9335 19.2552 25.8501
H 28.0163 18.5349 24.7272
H 26.2424 19.5909 23.5098
H 27.7762 20.0221 22.9452
H 27.7446 22.1065 23.9702
H 26.7291 21.8830 25.9806
H 25.3518 21.0073 25.2952
H 24.8229 23.5011 25.9793
H 24.7344 23.3396 24.2016
H 25.4217 25.3730 26.4575
H 25.7456 26.1928 24.8385
H 26.9909 25.9463 25.9250
C 22.8569 23.1661 11.1611
O 24.0748 23.3861 11.7010
C 24.2205 24.5381 12.5087
C 23.7499 24.2608 13.9358
N 24.7002 23.5518 14.8191
C 24.3721 23.8013 16.2158
C 25.2215 22.8804 17.1353
O 24.7709 21.5634 16.7694
C 25.2803 20.5492 17.6736
H 22.1793 22.5817 11.7482
H 22.9511 22.6643 10.2172
H 22.2502 24.0857 11.0120
H 23.6528 25.3241 11.8866
H 25.2884 24.8004 12.5032
H 22.7680 23.7653 14.0977
H 23.5755 25.2508 14.3476
H 24.5892 22.5957 14.6291
H 23.3315 23.6930 16.4678
H 24.7090 24.8527 16.4318
H 24.9143 23.0259 18.1675
H 26.3097 22.9770 17.0748
H 24.6997 19.6267 17.5510
H 25.3685 20.8904 18.6911
H 26.3807 20.3137 17.4552
C 11.8529 13.0199 20.5465
O 12.9672 12.9318 21.4130
C 13.5757 14.1483 21.9506
C 14.7489 13.8564 22.7480
N 15.6009 12.9823 21.8987
C 16.8784 12.5570 22.5108
C 17.7073 11.7658 21.4768
O 18.8659 11.4189 22.2980
C 19.6676 10.3665 21.8538
H 12.0861 13.6594 19.6514
H 10.9808 13.5177 21.0185
H 11.5441 12.0323 20.2942
H 12.8680 14.6540 22.6234
H 13.7236 14.8981 21.0932
H 14.4939 13.2659 23.6923
H 15.1979 14.8079 23.0883
H 15.0600 12.2547 21.5045
H 16.7586 11.9520 23.3974
H 17.4745 13.4647 22.6580
H 18.0124 12.2572 20.5212
H 17.1948 10.8345 21.2130
H 20.1862 10.6754 20.9726
H 19.2591 9.4604 21.5609
H 20.4301 10.2515 22.6372
C 22.2916 17.4967 23.8910
O 22.8168 17.1597 25.1247
C 23.7188 18.1530 25.5794
C 24.5276 17.7117 26.7562
N 25.5854 16.7877 26.3096
C 26.4840 16.0949 27.2922
C 25.7584 15.2565 28.3490
O 24.8890 14.3209 27.6562
C 24.1261 13.4791 28.4990
H 23.0544 17.5209 23.1118
H 21.9623 18.4691 24.0116
H 21.5841 16.6898 23.6687
H 23.1678 19.1156 25.8626
H 24.4351 18.4018 24.7402
H 23.8487 17.3313 27.5915
H 24.9518 18.5949 27.2796
H 25.0688 16.0076 25.7904
H 27.1573 16.8355 27.7625
H 27.0943 15.4683 26.6762
H 25.1645 15.9738 28.9543
H 26.4350 14.8023 29.0627
H 24.6168 12.5201 28.6047
H 23.1227 13.2878 28.0091
H 23.7893 13.9025 29.4620
C 19.2783 13.2535 15.7554
O 19.8930 13.7237 16.9547
C 21.2472 13.2753 17.0075
C 21.9325 13.8770 18.1825
N 22.2558 15.3112 18.0779
C 23.5393 15.5442 17.4501
C 23.8385 16.9077 17.1460
O 22.8821 17.4266 16.1673
C 23.0149 18.7598 15.7393
H 19.1901 12.1569 15.7400
H 19.8203 13.6220 14.9253
H 18.2844 13.6411 15.7844
H 21.7281 13.4961 16.0157
H 21.2962 12.2340 17.1536
H 22.8633 13.3695 18.4165
H 21.2503 13.7652 19.0058
H 21.4757 15.7235 17.5873
H 23.6773 14.8786 16.5692
H 24.2939 15.2237 18.1436
H 24.8887 17.0917 17.0090
H 23.5955 17.4306 18.0798
H 22.1159 18.9370 15.0068
H 23.8706 19.0601 15.1544
H 22.8991 19.5236 16.4998
C 27.4699 18.3231 20.5709
O 27.3655 17.3635 21.5733
C 26.1101 16.7213 21.4635
C 25.9332 15.9443 22.7511
N 24.8394 15.0082 22.5290
C 24.2307 14.2929 23.6937
C 25.2518 13.3921 24.3794
O 25.9174 12.5574 23.5454
C 25.0589 11.5378 23.0062
H 28.1097 19.0846 20.8412
H 26.4447 18.9064 20.4764
H 27.7719 17.8851 19.6138
H 26.1059 16.0819 20.6007
H 25.2157 17.4502 21.4087
H 25.7981 16.7232 23.5964
H 26.8537 15.4678 22.9741
H 24.1028 15.3875 21.8927
H 23.4000 13.7602 23.2675
H 23.7409 15.0388 24.3495
H 24.7536 12.9382 25.2330
H 26.0936 14.1153 24.6706
H 24.6132 11.8470 22.0624
H 24.3732 11.2627 23.7979
H 25.6680 10.6923 22.7501
C 22.3739 20.9611 19.2058
O 21.2472 20.2692 19.7603
C 21.0493 18.9073 19.2751
C 19.8990 18.2837 20.1167
N 20.0269 18.5511 21.5408
C 19.2153 17.5999 22.2888
C 17.7537 17.7902 22.4382
O 16.9450 17.6758 21.2719
C 16.9612 16.3821 20.7059
H 23.2868 20.4137 19.4081
H 22.2243 21.9268 19.6620
H 22.0834 21.0250 18.1776
H 22.0174 18.3504 19.4116
H 20.8713 18.9271 18.1642
H 19.9570 17.2476 19.8346
H 18.9206 18.6813 19.8985
H 20.9798 18.2452 21.8088
H 19.5582 17.4408 23.3842
H 19.4091 16.6266 21.9242
H 17.6430 18.8415 22.7510
H 17.3030 17.1675 23.1910
H 16.1599 16.2893 19.9526
H 16.7800 15.6224 21.5023
H 17.9142 16.2050 20.3047
O 15.1073 19.7209 17.7889
H 14.5291 20.3344 17.2671
H 14.5885 18.8768 17.7739
O 14.4541 12.0249 17.5890
H 14.8903 12.4417 18.3658
H 14.0495 12.7817 17.1726
O 20.5154 23.6825 20.5180
H 20.2537 23.8233 19.5774
H 20.1127 22.8261 20.7205
O 22.2472 15.7207 20.9693
H 21.4599 15.2075 21.2145
H 22.3820 15.6231 20.0359
O 16.5924 20.2756 20.4194
H 16.6057 19.2777 20.5373
H 16.3318 20.3846 19.5244
O 16.1182 13.7232 19.2150
H 17.0219 14.0192 19.0521
H 15.9702 13.8813 20.1477
O 18.8074 21.6758 21.7053
H 17.9623 21.3644 21.3125
H 19.3712 20.9088 21.4012
O 20.1381 14.9128 25.1416
H 20.9918 15.1525 25.5978
H 19.3223 15.4420 25.5390
O 22.6367 22.8855 22.1936
H 22.5405 23.5444 22.9556
H 22.0395 23.3237 21.5439
O 25.3407 21.9070 21.5476
H 25.7190 21.8600 22.4323
H 24.5705 22.4694 21.7153
O 27.7665 23.4908 20.5022
H 27.7519 24.3429 21.0186
H 27.0959 22.8537 20.8031
O 23.7076 19.7585 21.8127
H 24.3845 20.3883 21.5105
H 22.9400 20.3678 22.0186
O 19.0826 14.6633 19.4120
H 19.3524 14.5240 18.5219
H 19.6984 14.0947 20.0013
O 20.1947 13.7413 22.2535
H 20.3152 14.2335 23.0653
H 19.7740 12.8666 22.3877
O 25.0196 13.5760 19.8748
H 25.1603 13.8512 20.8251
H 25.8937 13.2424 19.6023
```

Properties
M = 1868.5 g mol⁻¹
HOMO level = -8.14 eV
Multiplicity = 1
Orbital gap = 8.562 eV
F_max = 4.19 eV/A

Atomic partial charges in e from the Mulliken method, atoms 1 to 99: C -0.37; O -0.48; C 0.04; C -1.25; N 0.53; C -1.16; C -0.11; O -0.15; C -0.86; H 0.37; H 0.16; H -0.06; H 0.98; H -0.31; H 0.44; H 0.13; H -0.24; H 0.50; H 0.31; H -0.32; H 0.57; H 0.27; H 0.37; H 0.21; C -0.37; O -0.38; C 0.98; C -1.00; N -0.21; C -0.03; C -0.85; O -0.26; C -0.81; H 0.28; H 0.31; H -0.15; H 0.32; H -0.63; H 0.12; H 0.19; H 0.36; H 0.01; H 0.38; H 0.40; H 0.41; H 0.31; H 0.33; H 0.21; C -1.28; O 0.12; C -0.81; C -0.24; N -0.32; C 0.64; C -1.26; O -0.07; C -0.93; H 0.32; H 0.19; H 0.54; H 0.50; H 0.31; H 0.44; H -0.34; H 0.27; H 0.34; H -0.55; H 0.42; H 0.59; H 0.27; H 0.27; H 0.34; C -0.46; O -0.03; C -1.07; C 0.30; N -0.42; C 3.25; C -1.29; O -0.17; C -0.37; H -0.14; H 0.37; H 0.28; H 0.46; H 0.34; H 0.57; H -0.41; H 0.27; H -1.10; H -0.86; H -0.04; H 0.41; H 0.40; H 0.11; H -0.05; C -0.81; O -0.42; C -0.54

***

Entry from OMol25: the molecule C22H29N3O6 in a non-equilibrium geometry (wB97M-V/def2-TZVPD).

```
60
C22H29N3O6 (wB97M-V/def2-TZVPD)
H -5.8158 2.4260 0.0377
N -5.2053 1.7913 -0.5218
C -5.0301 0.6612 0.1417
C -4.0928 -0.5209 -0.4619
C -2.6033 0.0989 -0.4849
C -1.5794 -0.0674 0.7040
N -1.9761 -0.8657 1.8849
C -1.2290 -2.1914 1.8590
C -2.0020 -3.3273 1.0358
C -1.1118 -4.6029 0.6247
C 0.3976 -4.5869 1.1679
C -0.1679 0.6244 0.5911
C 0.9197 0.5573 1.7544
C 0.3880 1.5217 2.9516
O -0.8143 1.7318 3.1752
O 1.4393 2.1463 3.7492
C 1.7128 3.4660 3.2407
C 3.0606 3.7975 2.4318
O 0.8652 4.3648 3.4456
C 0.1947 1.4168 -0.7179
C 1.6540 2.1071 -0.9012
O 2.6015 1.0021 -0.9208
C 3.2108 0.8441 -2.2260
C 3.7364 -0.6842 -2.3991
C 4.5599 -1.2154 -1.1295
C -0.8122 1.5527 -1.8815
C -2.2090 0.8872 -1.7563
C -3.0292 1.2243 -3.0839
O -4.2259 1.0050 -3.3625
N -2.0132 1.9149 -3.9300
C -0.7129 2.2688 -3.2971
O 0.1882 2.9485 -3.8309
H -5.5480 0.5534 1.1605
H -4.1360 -1.4759 0.1624
H -4.4296 -0.6744 -1.5420
H -2.9904 -1.0341 1.8998
H -0.1871 -1.9389 1.4603
H -1.1941 -2.5212 2.9682
H -2.9345 -3.7203 1.5922
H -2.3832 -2.8579 0.0594
H -1.5878 -5.6033 0.9545
H -1.0709 -4.6525 -0.5218
H 0.9643 -3.7841 0.5555
H 0.9743 -5.5661 0.9718
H 0.4933 -4.2737 2.2596
H 1.9473 0.9612 1.4732
H 1.0732 -0.4768 2.2093
H 3.7191 4.4762 3.0666
H 3.6198 2.8659 2.0823
H 2.7573 4.3921 1.4982
H 1.8037 2.7830 0.0224
H 1.6622 2.7171 -1.8638
H 4.1375 1.5076 -2.3245
H 2.4144 1.0315 -3.0285
H 4.4476 -0.7774 -3.3068
H 2.8556 -1.3942 -2.6425
H 5.0248 -2.2547 -1.3404
H 5.4662 -0.5304 -0.9137
H 3.9112 -1.3698 -0.1877
H -1.9057 1.2021 -4.6817
```

Properties
M = 431.5 g mol⁻¹
HOMO level = -8.72 eV
Structure (SMILES) = [H]/N=C/Cc1c(NCCCC)c(CC(=O)OC(C)=O)c(COCCC)c2c1C(=O)NC2=O
Relative energy (zero: lowest compared OMol25 entry of this formula, charge and spin) = 1108.3 kJ/mol
Multiplicity = 1
Orbital gap = 7.760 eV
F_max = 5.08 eV/A

The net atomic charges from Mulliken, expressed in e, are: H 0.24; N -0.47; C -0.11; C -1.14; C 0.40; C -0.20; N -0.18; C -0.26; C -0.14; C -0.48; C -0.86; C 0.53; C -0.40; C 0.31; O -0.45; O -0.33; C 0.68; C -0.83; O -0.50; C 1.01; C -1.27; O -0.18; C -0.27; C -0.53; C -0.86; C -0.11; C 0.09; C 0.11; O -0.52; N -0.33; C 0.35; O -0.54; H 0.32; H 0.30; H 0.50; H 0.50; H -0.04; H 0.21; H 0.32; H -0.03; H 0.29; H 0.25; H 0.13; H 0.33; H 0.26; H 0.15; H 0.41; H 0.36; H 0.23; H 0.25; H -0.16; H 0.57; H 0.27; H 0.23; H 0.32; H 0.27; H 0.33; H 0.27; H 0.13; H 0.30